# 1
{"formula": "C2H3NO3", "method": "the ωB97M-V functional and the def2-TZVPD basis", "elements": ["C", "C", "N", "O", "O", "O", "H", "H", "H"], "coordinates": [[-0.778397, -0.127987, 1.037860], [1.417745, -1.100775, -0.809545], [0.150022, 1.350497, -0.485962], [0.327201, -0.536222, 1.348123], [0.909072, -2.101806, -0.779619], [-1.023793, 0.752195, 0.106557], [-1.588325, -0.604976, 1.547542], [-0.200859, 1.849600, -1.231805], [0.787333, 0.519474, -0.733152]], "atomic_forces_ev_per_a": [[-5.70, 0.61, 0.58], [0.28, -1.06, -0.10], [1.87, -2.70, 2.91], [7.07, -2.08, 2.08], [0.19, -0.15, -0.36], [-0.83, 2.36, -2.82], [-0.74, -0.15, 0.10], [-0.92, 0.89, -2.12], [-1.23, 2.28, -0.28]], "multiplicity": 3, "homo_lumo_gap_ev": [6.2, 6.7], "homo_ha": [-0.1953, -0.3596], "total_charge": 0}



# 2
{"formula": "C2H3NO3S", "method": "the ωB97M-V functional and the def2-TZVPD basis", "elements": ["C", "C", "H", "H", "H", "N", "O", "O", "O", "S"], "coordinates": [[0.970630, -0.045531, 0.110516], [0.306543, 1.219426, -0.018620], [-1.994322, -2.179696, -0.319000], [0.661413, -2.054918, 0.442826], [-1.387303, 2.111397, -0.629796], [0.056851, -1.196820, -0.182658], [-1.201315, -1.077730, 0.573568], [-0.908415, 1.325837, -0.544386], [0.864729, 2.132800, 0.652218], [2.631193, -0.234761, -0.084668]], "atomic_forces_ev_per_a": [[0.54, -3.92, -3.39], [0.68, 5.88, 4.14], [2.23, 3.67, 2.96], [-2.20, 2.74, -2.67], [-0.22, 2.50, 0.40], [3.15, -1.59, 5.03], [-1.15, -3.92, -3.94], [1.42, -3.75, -0.89], [-1.85, -1.84, -2.42], [-2.61, 0.22, 0.77]], "multiplicity": 1, "homo_lumo_gap_ev": 7.6, "homo_ha": -0.3423, "total_charge": 0}



# 3
{"formula": "C2H3NO3S", "method": "the ωB97M-V functional and the def2-TZVPD basis", "elements": ["C", "C", "N", "O", "O", "O", "S", "H", "H", "H"], "coordinates": [[-0.507805, 1.340746, 0.541919], [0.513330, -0.004511, -1.055669], [-0.063879, 1.202378, -0.657943], [-0.412273, 0.362385, 1.481389], [-1.045401, -2.376235, 1.369321], [0.296618, -1.194903, -0.383374], [0.126918, -1.591198, 1.219141], [-0.777158, 2.244144, 0.884890], [0.296819, -0.129950, -2.233333], [1.572832, 0.147144, -1.166340]], "atomic_forces_ev_per_a": [[3.05, -5.47, -2.32], [0.75, 1.51, -3.96], [-1.23, 0.98, 1.50], [-0.26, -0.93, 0.93], [0.24, 0.13, -0.13], [-0.96, -3.44, 1.90], [-0.64, 4.42, -2.51], [-1.45, 3.08, 1.35], [-0.36, -0.46, 2.67], [0.87, 0.18, 0.57]], "multiplicity": 1, "homo_lumo_gap_ev": 8.4, "homo_ha": -0.3493, "total_charge": 0}



# 4
{"formula": "C2H3NO3S", "method": "the ωB97M-V functional and the def2-TZVPD basis", "elements": ["C", "C", "N", "O", "O", "O", "S", "H", "H", "H"], "coordinates": [[-1.175373, -0.117900, -0.054862], [-0.419727, -0.130803, 1.255387], [-0.808362, -0.038912, -1.255017], [1.053053, -0.143803, 0.734872], [2.766219, 1.001609, -1.310285], [0.496959, -0.019090, -1.783651], [1.990836, -0.166275, -1.133308], [-2.386004, -0.143161, -0.088847], [-0.718148, 0.687533, 1.820175], [-0.799453, -0.929198, 1.815537]], "atomic_forces_ev_per_a": [[-2.33, 0.24, 0.59], [2.59, -0.40, -5.61], [-1.10, -0.17, -0.96], [-0.53, 0.00, 1.19], [-0.11, 0.59, -0.02], [1.32, 0.32, -0.33], [-3.59, -0.88, 3.12], [2.90, 0.08, 0.39], [0.37, 2.25, 0.82], [0.48, -2.03, 0.80]], "multiplicity": 1, "homo_lumo_gap_ev": 8.8, "homo_ha": -0.3681, "total_charge": 0}



# 5
{"formula": "C2H3NO3S", "method": "the ωB97M-V functional and the def2-TZVPD basis", "elements": ["C", "C", "N", "O", "O", "O", "S", "H", "H", "H"], "coordinates": [[-1.258828, 0.862315, -0.454544], [1.266059, -0.729893, -0.499728], [-0.338616, 1.331244, -1.136570], [0.283662, -1.568666, 1.793543], [0.632106, 0.831635, 1.555234], [-1.218985, -0.272834, 0.319167], [0.280901, -0.393342, 0.961937], [-2.285943, 1.028678, -0.661602], [0.655976, -1.098554, -1.260988], [1.983668, 0.009416, -0.616447]], "atomic_forces_ev_per_a": [[-0.68, -1.44, -1.18], [-2.22, 0.93, 2.28], [0.62, 0.39, 0.08], [-0.54, 0.66, -0.93], [0.20, 1.34, 0.21], [0.92, 0.30, 0.77], [1.45, -3.19, 0.71], [-1.04, 1.06, -0.09], [-0.33, -0.93, -1.36], [1.62, 0.88, -0.48]], "multiplicity": 1, "homo_lumo_gap_ev": [9.6, 8.9], "homo_ha": [-0.4173, -0.3947], "total_charge": 0}



# 6
{"formula": "C2H3NO4", "method": "the ωB97M-V functional and the def2-TZVPD basis", "elements": ["C", "C", "N", "O", "O", "O", "O", "H", "H", "H"], "coordinates": [[-1.384032, 1.274941, 0.341914], [0.576478, -0.153355, -0.661601], [0.895172, -1.283067, 0.297024], [-0.179822, 0.651016, 0.186890], [0.205110, -1.427000, 1.226096], [1.798924, -1.996815, -0.027872], [-2.223567, 1.703247, -0.381158], [-1.365003, 1.449102, 1.522727], [0.260920, -0.622803, -1.614626], [1.415821, 0.404735, -0.889394]], "atomic_forces_ev_per_a": [[0.05, 0.83, 3.04], [-1.72, -0.44, 0.37], [1.00, 0.03, -2.22], [-0.80, 0.93, -0.88], [-1.78, -0.45, 2.62], [1.43, -0.73, -0.67], [0.92, -0.93, -0.50], [-0.39, -0.28, -2.28], [-0.84, 0.36, 0.75], [2.13, 0.69, -0.23]], "multiplicity": 1, "homo_lumo_gap_ev": 11.5, "smiles": "O=COC[N+](=O)[O-]", "homo_ha": -0.4146, "total_charge": 0}



# 7
{"formula": "C2H3NO6", "method": "the ωB97M-V functional and the def2-TZVPD basis", "elements": ["C", "C", "O", "O", "H", "H", "H", "N", "O", "O", "O", "O"], "coordinates": [[0.320345, -1.111980, -0.703777], [-2.089698, 3.515545, -2.734579], [-1.511646, 4.303268, -2.079165], [-2.691968, 2.744947, -3.398902], [-0.196326, -1.152823, -1.676679], [1.462259, -1.032575, -0.667509], [-0.074757, -0.283868, -0.089927], [1.207996, -0.403533, 3.345697], [0.500122, -2.665462, 1.098441], [1.866871, -0.783372, 2.386172], [1.336247, -0.686082, 4.489913], [-0.129445, -2.444066, 0.030314]], "atomic_forces_ev_per_a": [[0.44, -0.84, 1.55], [-0.43, -0.09, -0.31], [-0.90, -1.42, -1.09], [1.33, 1.51, 1.40], [0.64, -0.12, 0.42], [-1.75, -0.51, -0.41], [0.04, -0.49, -0.25], [2.26, -1.58, -1.29], [0.86, -0.29, 1.27], [-1.48, 1.35, 1.41], [-0.63, 0.46, 0.01], [-0.37, 2.02, -2.71]], "multiplicity": 3, "homo_lumo_gap_ev": [10.2, 7.5], "homo_ha": [-0.3730, -0.3547], "total_charge": 0}



# 8
{"formula": "C2H3NO7", "method": "the ωB97M-V functional and the def2-TZVPD basis", "elements": ["N", "O", "O", "O", "C", "O", "C", "O", "O", "O", "H", "H", "H"], "coordinates": [[-2.930688, 3.003473, -0.198395], [-3.381758, 3.408324, -1.304973], [-1.890806, 2.262998, -0.177076], [-3.479893, 3.330328, 0.889835], [1.390232, -0.656371, 0.076359], [0.785149, -1.928234, -0.122903], [1.480011, -3.057082, 0.143779], [2.650314, -3.125347, 0.470573], [0.253697, 0.163507, -0.219016], [0.449219, 1.475552, -0.007677], [1.714185, -0.488593, 1.120394], [2.159479, -0.468932, -0.693302], [0.800860, -3.919623, 0.022401]], "atomic_forces_ev_per_a": [[-0.87, 0.71, -0.03], [1.36, -1.20, 2.64], [-2.56, 1.67, -0.07], [1.59, -1.01, -2.57], [0.10, -0.10, -0.23], [0.41, -0.27, 0.36], [1.44, 0.05, 0.43], [-1.93, 0.39, -0.52], [-0.34, 1.76, 0.13], [0.70, -2.02, -0.10], [-0.03, -0.17, -0.61], [-0.13, -0.07, 0.59], [0.25, 0.26, -0.02]], "multiplicity": 1, "homo_lumo_gap_ev": [6.9, 9.6], "homo_ha": [-0.4159, -0.4029], "total_charge": 0}



# 9
{"formula": "C2H3NOS", "method": "the ωB97M-V functional and the def2-TZVPD basis", "elements": ["C", "C", "H", "H", "H", "N", "O", "S"], "coordinates": [[0.014209, 1.258084, -0.462863], [-0.052832, -1.238849, 0.118027], [-0.395530, 1.123525, -1.375919], [0.299461, 0.252035, 1.422052], [0.092181, -1.849937, 1.063609], [0.121931, 0.084145, 0.449916], [0.236281, 2.221293, 0.131306], [-0.315701, -1.850296, -1.346126]], "atomic_forces_ev_per_a": [[0.29, -4.25, 5.11], [0.72, 0.62, 1.79], [-0.96, -0.70, -3.33], [0.13, 0.71, 0.11], [-0.35, 0.32, -1.23], [-0.63, -1.43, -2.70], [0.97, 5.01, 0.65], [-0.18, -0.28, -0.40]], "multiplicity": 1, "homo_lumo_gap_ev": 8.9, "smiles": "O=CNC=S", "homo_ha": -0.3280, "total_charge": 0}



# 10
{"formula": "C2H3NOS", "method": "the ωB97M-V functional and the def2-TZVPD basis", "elements": ["C", "C", "N", "O", "S", "H", "H", "H"], "coordinates": [[2.160260, -0.271587, -0.018478], [0.867097, 0.278201, 0.083195], [3.134462, -0.905896, 0.112557], [-0.634476, -1.174391, -1.311405], [0.817067, 1.890182, -0.270476], [-0.746596, -1.505267, -0.543456], [-1.460267, -1.396872, -1.856531], [-0.509467, 2.073079, -0.082184]], "atomic_forces_ev_per_a": [[0.94, -1.09, 0.52], [0.38, 0.62, 0.34], [-0.96, 0.87, -0.38], [-0.93, 2.99, -10.21], [-0.24, -0.26, -0.15], [-1.23, -3.58, 8.57], [1.91, 0.41, 1.25], [0.14, 0.06, 0.07]], "multiplicity": 1, "homo_lumo_gap_ev": 8.0, "homo_ha": -0.3397, "total_charge": 0}



Per-record energy relative to the best compared isomer or geometry (same formula, charge and spin), kcal per mole: 117.4, 159.3, 68.2, 131.6, 116.4, 116.8, 0.0, 5.3, 16.4, 83.1
Per-record E, eV: -9747.2935, -20583.2977, -20587.2480, -20584.4975, -20585.1581, -11798.2422, -15890.0411, -17934.3075, -16494.4873, -16491.5935